P | C2H8N6 as an isolated structure, computed with wB97M-V/def2-TZVPD.

XYZ file:
```
16
Properties=species:S:1:pos:R:3
C -1.20 -0.20 0.22
C 0.50 0.11 -0.85
H -1.52 1.84 1.69
H 0.20 1.55 1.51
H -1.24 -0.72 2.15
H -1.47 -1.28 -1.21
H 0.89 0.74 -2.64
H 1.70 -0.93 -2.70
H 2.43 -0.63 -0.20
H 0.96 -0.53 1.11
N -0.62 1.35 2.10
N -0.70 -0.09 1.60
N -1.88 -1.44 -0.10
N -0.75 0.54 -0.92
N 1.42 0.30 -1.90
N 1.31 -0.60 0.14
```

The frontier orbital gap comes out at 8.542 eV. The calculation puts the HOMO energy at -9.0 eV. For the LUMO energy, the calculation gives -0.018 Eh.

Charges computed using Mulliken, reported in e:
1. C 0.484
2. C 0.484
3. H 0.307
4. H 0.289
5. H 0.222
6. H 0.302
7. H 0.333
8. H 0.341
9. H 0.319
10. H 0.334
11. N -0.542
12. N -0.367
13. N -0.657
14. N -0.634
15. N -0.794
16. N -0.421


Q | C2H8N6 as an isolated structure, computed with wB97M-V/def2-TZVPD.

XYZ file:
```
16
Properties=species:S:1:pos:R:3
C -0.34 -0.32 -0.29
C 1.09 0.03 -0.35
H -0.66 2.94 -0.32
H -1.21 1.75 1.16
H -2.22 0.54 0.06
H 1.44 1.35 -0.11
H 3.55 -1.58 -0.01
H 3.20 0.75 0.66
H -2.40 -2.41 0.37
H -2.41 -1.29 -0.84
N -0.53 1.83 0.21
N -1.32 0.68 -0.59
N 1.76 -1.07 -0.22
N 2.98 -0.33 0.01
N -0.74 -1.47 0.13
N -2.17 -1.41 0.13
```

The frontier orbital gap comes out at 8.241 eV. The calculation puts the HOMO energy at -7.9 eV. For the LUMO energy, the calculation gives 0.012 Eh.

Charges computed using Mulliken, reported in e:
1. C 0.450
2. C 0.087
3. H 0.267
4. H 0.290
5. H 0.427
6. H 0.150
7. H 0.299
8. H 0.307
9. H 0.305
10. H 0.250
11. N -0.622
12. N -0.485
13. N -0.169
14. N -0.534
15. N -0.411
16. N -0.611


Least stable = Q


P | A 10-piece molecular cluster, C30H70N10O10 overall, computed with wB97M-V/def2-TZVPD.

XYZ file:
```
120
Properties=species:S:1:pos:R:3
C 1.27 -2.12 -5.44
C 0.01 -2.59 -4.75
O -1.04 -2.77 -5.39
N 0.03 -2.84 -3.44
C -1.04 -3.54 -2.76
H 1.29 -1.17 -6.06
H 1.51 -2.97 -6.12
H 2.08 -2.03 -4.70
H 0.95 -2.72 -2.98
H -1.77 -2.85 -2.37
H -0.42 -4.15 -2.07
H -1.54 -4.21 -3.45
C -1.31 1.27 2.81
C -0.87 -0.09 3.21
O 0.09 -0.18 4.00
N -1.53 -1.17 2.73
C -1.12 -2.60 3.00
H -1.67 1.79 3.71
H -2.11 1.36 2.13
H -0.44 1.64 2.34
H -2.48 -0.96 2.46
H -0.84 -3.11 2.04
H -1.95 -3.13 3.53
H -0.28 -2.52 3.70
C -2.12 0.16 -3.36
C -3.51 -0.18 -3.90
O -4.47 0.46 -3.59
N -3.50 -1.24 -4.77
C -4.63 -1.88 -5.40
H -2.20 0.55 -2.36
H -1.67 0.96 -3.97
H -1.47 -0.66 -3.44
H -2.62 -1.71 -4.95
H -5.20 -1.20 -6.06
H -5.31 -2.07 -4.58
H -4.39 -2.76 -5.95
C -4.60 -6.05 -0.58
C -4.08 -4.63 -0.56
O -3.07 -4.23 0.03
N -4.89 -3.70 -1.19
C -4.49 -2.32 -1.40
H -5.62 -6.06 -0.87
H -4.45 -6.47 0.40
H -3.99 -6.53 -1.34
H -5.78 -3.96 -1.57
H -4.20 -2.12 -2.43
H -3.63 -2.14 -0.72
H -5.28 -1.60 -1.13
C 2.55 1.53 4.56
C 3.47 0.40 4.17
O 4.69 0.65 4.03
N 2.94 -0.84 3.93
C 3.85 -1.96 3.75
H 3.27 2.34 4.77
H 1.89 1.27 5.37
H 1.92 1.74 3.65
H 1.94 -0.96 4.06
H 3.21 -2.90 3.49
H 4.47 -2.20 4.64
H 4.50 -1.79 2.86
C -3.72 1.48 -0.55
C -5.15 1.06 -0.34
O -5.59 0.64 0.72
N -5.91 1.16 -1.46
C -7.27 0.64 -1.55
H -3.11 0.61 -0.31
H -3.48 2.27 0.15
H -3.47 1.89 -1.55
H -5.41 1.37 -2.31
H -7.69 0.70 -0.52
H -7.31 -0.40 -1.90
H -7.82 1.30 -2.25
C 4.30 3.15 1.51
C 5.06 2.07 0.79
O 5.11 2.06 -0.44
N 5.74 1.16 1.64
C 6.58 0.17 1.04
H 4.21 3.15 2.62
H 3.28 3.19 1.15
H 4.82 4.06 1.23
H 5.38 1.03 2.63
H 5.95 -0.54 0.47
H 7.17 -0.34 1.80
H 7.26 0.67 0.30
C 4.16 -0.29 -2.53
C 3.26 -1.11 -1.68
O 2.44 -1.78 -2.21
N 3.39 -0.88 -0.35
C 2.73 -1.72 0.64
H 3.63 0.60 -2.95
H 4.43 -0.79 -3.44
H 5.06 0.06 -2.00
H 3.88 -0.01 -0.06
H 2.52 -1.07 1.49
H 3.32 -2.60 0.85
H 1.82 -2.08 0.19
C -0.21 0.05 -0.07
C 0.78 1.21 -0.21
O 1.29 1.80 0.76
N 0.95 1.66 -1.45
C 1.71 2.80 -1.84
H -0.18 -0.53 -0.95
H -1.16 0.57 0.06
H 0.01 -0.49 0.92
H 0.76 1.08 -2.20
H 2.73 2.80 -1.41
H 1.15 3.68 -1.55
H 1.82 2.72 -2.88
C 2.10 6.17 5.72
C 2.37 5.85 4.29
O 3.45 5.93 3.71
N 1.21 5.38 3.67
C 1.19 4.74 2.36
H 2.63 7.03 6.03
H 2.43 5.29 6.26
H 1.01 6.27 5.77
H 0.40 5.18 4.26
H 0.36 5.04 1.73
H 1.12 3.65 2.44
H 2.17 4.97 2.03
```

The frontier orbital gap comes out at 9.404 eV. The calculation puts the HOMO energy at -9.0 eV. For the LUMO energy, the calculation gives 0.017 Eh. Its structure (SMILES) is CNC(C)=O.CNC(C)=O.CNC(C)=O.CNC(C)=O.CNC(C)=O.CNC(C)=O.CNC(C)=O.CNC(C)=O.CNC(C)=O.CNC(C)=O.

Atom charges from the Mulliken analysis, given in e for atoms 1 to 99:
1. C -1.036
2. C 0.934
3. O -0.827
4. N 0.079
5. C -0.976
6. H 0.269
7. H 0.311
8. H 0.146
9. H 0.392
10. H 0.119
11. H 0.420
12. H 0.392
13. C -0.487
14. C 0.615
15. O -0.724
16. N -0.073
17. C -0.800
18. H 0.448
19. H 0.150
20. H -0.294
21. H 0.234
22. H 0.199
23. H 0.341
24. H 0.282
25. C 1.062
26. C 0.147
27. O -0.693
28. N 0.114
29. C -0.983
30. H -0.615
31. H 0.350
32. H -0.585
33. H 0.230
34. H 0.300
35. H 0.303
36. H 0.345
37. C -1.156
38. C 0.648
39. O -0.593
40. N -0.062
41. C -0.341
42. H 0.362
43. H 0.312
44. H 0.262
45. H 0.246
46. H 0.005
47. H -0.043
48. H 0.322
49. C -0.718
50. C 0.529
51. O -0.828
52. N 0.153
53. C -0.788
54. H 0.427
55. H 0.508
56. H -0.203
57. H 0.270
58. H 0.261
59. H 0.334
60. H 0.154
61. C 0.186
62. C 0.190
63. O -0.719
64. N -0.104
65. C -0.883
66. H -0.761
67. H 0.485
68. H 0.403
69. H 0.358
70. H 0.305
71. H 0.248
72. H 0.334
73. C -0.360
74. C 0.332
75. O -0.605
76. N 0.044
77. C -0.769
78. H 0.218
79. H -0.402
80. H 0.457
81. H 0.334
82. H 0.201
83. H 0.349
84. H 0.257
85. C -1.075
86. C 0.472
87. O -0.614
88. N 0.459
89. C -0.802
90. H 0.087
91. H 0.480
92. H 0.278
93. H -0.139
94. H 0.021
95. H 0.394
96. H 0.190
97. C 1.647
98. C -0.227
99. O -0.028


Q | A 10-piece molecular cluster, C30H70N10O10 overall, computed with wB97M-V/def2-TZVPD.

XYZ file:
```
120
Properties=species:S:1:pos:R:3
C -0.53 -1.77 0.79
C -0.19 -0.56 -0.02
O -0.65 -0.44 -1.16
N 0.52 0.39 0.61
C 0.86 1.66 0.00
H 0.06 -1.77 1.72
H -0.35 -2.69 0.24
H -1.58 -1.81 1.05
H 1.12 0.07 1.36
H 1.93 1.82 0.12
H 0.36 2.48 0.51
H 0.68 1.61 -1.07
C 1.84 -2.39 -7.00
C 1.58 -1.18 -6.16
O 1.34 -0.12 -6.65
N 1.68 -1.37 -4.80
C 1.43 -0.29 -3.86
H 0.96 -2.60 -7.61
H 2.15 -3.28 -6.46
H 2.65 -2.12 -7.69
H 2.23 -2.14 -4.47
H 2.32 0.28 -3.62
H 1.01 -0.69 -2.93
H 0.66 0.37 -4.25
C 4.48 -0.09 3.19
C 3.29 -1.01 3.19
O 2.16 -0.59 2.87
N 3.52 -2.33 3.44
C 2.45 -3.30 3.49
H 4.36 0.58 4.04
H 4.48 0.47 2.27
H 5.42 -0.63 3.32
H 4.47 -2.58 3.65
H 2.89 -4.29 3.63
H 1.91 -3.32 2.54
H 1.76 -3.09 4.30
C -2.21 3.31 1.18
C -1.78 4.70 0.82
O -0.74 4.95 0.23
N -2.60 5.68 1.22
C -2.30 7.07 0.96
H -1.93 2.63 0.38
H -3.27 3.22 1.42
H -1.61 2.98 2.03
H -3.33 5.50 1.89
H -2.53 7.32 -0.08
H -1.25 7.29 1.13
H -2.91 7.73 1.57
C -0.24 -4.07 -3.62
C -0.92 -3.73 -4.92
O -0.69 -4.41 -5.91
N -1.72 -2.63 -4.99
C -2.01 -1.68 -3.93
H -0.87 -4.13 -2.73
H 0.56 -3.35 -3.45
H 0.16 -5.07 -3.71
H -2.06 -2.44 -5.91
H -1.89 -2.13 -2.95
H -3.06 -1.36 -4.03
H -1.42 -0.77 -4.02
C -4.00 -1.96 2.89
C -2.90 -2.92 3.23
O -2.45 -3.72 2.41
N -2.47 -2.86 4.52
C -1.37 -3.66 5.03
H -4.34 -1.37 3.74
H -4.81 -2.46 2.36
H -3.62 -1.21 2.19
H -2.83 -2.18 5.16
H -0.48 -3.05 5.22
H -1.10 -4.40 4.29
H -1.65 -4.16 5.96
C 0.61 3.32 3.75
C -0.43 2.31 4.18
O -1.41 2.65 4.82
N -0.18 1.02 3.85
C -1.11 -0.05 4.11
H 0.11 4.07 3.15
H 1.43 2.86 3.19
H 1.01 3.78 4.65
H 0.66 0.82 3.34
H -0.55 -0.98 4.23
H -1.76 -0.24 3.24
H -1.73 0.18 4.97
C -3.87 0.62 -0.89
C -3.43 1.85 -1.65
O -4.16 2.82 -1.77
N -2.15 1.84 -2.04
C -1.58 2.84 -2.87
H -4.72 0.86 -0.27
H -3.04 0.23 -0.28
H -4.19 -0.16 -1.58
H -1.62 0.99 -1.81
H -0.92 3.51 -2.28
H -2.35 3.46 -3.31
H -0.94 2.38 -3.62
C 2.89 5.51 -1.55
C 1.99 6.58 -2.14
O 2.34 7.19 -3.12
N 0.84 6.83 -1.45
C -0.03 7.89 -1.84
H 3.85 5.98 -1.37
H 3.00 4.73 -2.30
H 2.51 5.11 -0.62
H 0.43 6.08 -0.88
H -0.46 7.79 -2.84
H 0.45 8.87 -1.76
H -0.89 7.93 -1.17
C 3.69 -7.74 1.17
C 3.08 -6.45 0.70
O 3.76 -5.52 0.34
N 1.73 -6.41 0.64
C 1.04 -5.25 0.13
H 3.98 -7.67 2.22
H 4.60 -7.91 0.59
H 3.08 -8.62 0.98
H 1.18 -7.11 1.11
H 1.29 -5.13 -0.92
H 1.41 -4.35 0.64
H -0.04 -5.26 0.22
```

The frontier orbital gap comes out at 8.943 eV. The calculation puts the HOMO energy at -9.0 eV. For the LUMO energy, the calculation gives -0.001 Eh. Its structure (SMILES) is CNC(C)=O.CNC(C)=O.CNC(C)=O.CNC(C)=O.CNC(C)=O.CNC(C)=O.CNC(C)=O.CNC(C)=O.CNC(C)=O.CNC(C)=O.

Atom charges from the Mulliken analysis, given in e for atoms 1 to 99:
1. C 0.450
2. C 0.279
3. O -0.475
4. N 0.828
5. C -0.831
6. H -0.084
7. H -0.018
8. H -0.357
9. H -0.151
10. H 0.520
11. H 0.057
12. H -0.123
13. C -1.080
14. C 0.652
15. O -0.611
16. N -0.079
17. C -0.864
18. H 0.236
19. H 0.277
20. H 0.380
21. H 0.340
22. H 0.453
23. H 0.046
24. H 0.212
25. C -1.154
26. C 0.549
27. O -0.816
28. N -0.170
29. C -0.258
30. H 0.269
31. H 0.252
32. H 0.437
33. H 0.225
34. H 0.374
35. H -0.323
36. H 0.274
37. C 1.451
38. C 0.314
39. O -0.761
40. N -0.211
41. C -1.002
42. H -0.909
43. H 0.678
44. H -0.926
45. H 0.272
46. H 0.265
47. H 0.303
48. H 0.388
49. C -0.880
50. C 0.379
51. O -0.679
52. N -0.061
53. C -0.563
54. H 0.395
55. H 0.141
56. H 0.431
57. H 0.248
58. H 0.031
59. H 0.370
60. H 0.169
61. C -0.793
62. C 0.883
63. O -0.635
64. N -0.158
65. C -0.916
66. H 0.310
67. H 0.349
68. H -0.050
69. H 0.229
70. H 0.271
71. H 0.265
72. H 0.367
73. C -0.791
74. C 0.717
75. O -0.706
76. N 0.328
77. C -0.616
78. H 0.064
79. H 0.123
80. H 0.405
81. H -0.040
82. H 0.115
83. H 0.075
84. H 0.357
85. C -0.754
86. C 0.722
87. O -0.712
88. N 0.590
89. C -0.999
90. H 0.413
91. H -0.157
92. H 0.382
93. H -0.281
94. H 0.226
95. H 0.395
96. H 0.237
97. C -0.833
98. C 0.639
99. O -0.647


Least stable = P


P | An isolated ion of composition C4H13N2 and charge +1, computed with wB97M-V/def2-TZVPD.

XYZ file:
```
19
Properties=species:S:1:pos:R:3
C 0.32 -1.41 -1.22
C -0.90 -1.17 -0.37
C -0.74 -0.34 0.91
C 0.32 1.82 1.66
N -0.21 1.02 0.54
N 1.08 -0.18 -1.56
H 0.99 -2.13 -0.87
H -0.08 -1.87 -2.13
H -1.45 -2.09 -0.18
H -1.61 -0.57 -0.95
H -1.67 -0.23 1.46
H -0.04 -0.85 1.59
H 1.30 1.58 2.04
H 0.45 2.84 1.28
H -0.41 1.86 2.47
H -1.05 1.55 0.29
H 0.36 0.89 -0.36
H 1.15 -0.09 -2.56
H 2.00 -0.25 -1.14
```

As for the charge: +1. The frontier orbital gap comes out at 11.460 eV. The calculation puts the HOMO energy at -14.4 eV. For the LUMO energy, the calculation gives -0.108 Eh. Its structure (SMILES) is C[NH2+]CCCN.

Charges computed using Mulliken, reported in e:
1. C -0.532
2. C -0.668
3. C -0.769
4. C -0.909
5. N -0.147
6. N -0.629
7. H 0.373
8. H 0.364
9. H 0.395
10. H 0.308
11. H 0.422
12. H 0.381
13. H 0.343
14. H 0.388
15. H 0.342
16. H 0.396
17. H 0.465
18. H 0.215
19. H 0.262


Q | A 2-piece molecular cluster, C4H13N2 overall, computed with wB97M-V/def2-TZVPD.

XYZ file:
```
19
Properties=species:S:1:pos:R:3
C 2.42 0.71 -0.75
N 0.66 -0.75 2.13
C 1.16 -0.55 0.92
N 1.91 0.46 0.60
H 1.93 1.59 -1.16
H 2.18 -0.13 -1.39
H 3.50 0.86 -0.70
H 0.40 0.05 2.69
H 0.03 -1.54 2.22
H 0.97 -1.28 0.14
H 2.08 1.18 1.29
C -2.00 0.33 -0.13
C -2.31 -0.49 -1.38
H -1.88 -0.29 0.76
H -2.81 1.05 0.06
H -1.08 0.91 -0.25
H -3.26 -1.02 -1.25
H -2.35 0.15 -2.26
H -1.55 -1.24 -1.56
```

As for the charge: +1. The frontier orbital gap comes out at 11.492 eV. The calculation puts the HOMO energy at -15.3 eV. For the LUMO energy, the calculation gives -0.139 Eh.

Charges computed using Mulliken, reported in e:
1. C -0.711
2. N -0.392
3. C 0.197
4. N -0.139
5. H 0.315
6. H 0.288
7. H 0.311
8. H 0.256
9. H 0.312
10. H 0.296
11. H 0.244
12. C -0.608
13. C -0.872
14. H 0.161
15. H 0.345
16. H 0.154
17. H 0.300
18. H 0.286
19. H 0.259


R | An isolated ion of composition C4H13N2 and charge +1, computed with wB97M-V/def2-TZVPD.

XYZ file:
```
19
Properties=species:S:1:pos:R:3
N 1.54 -0.37 -1.38
C 0.23 0.38 -1.70
C -0.36 0.90 -0.33
N -0.12 -0.07 0.70
C -1.01 -1.18 0.53
C -0.23 0.55 2.06
H 2.04 0.43 -0.89
H 2.04 -0.85 -2.12
H 1.40 -1.24 -0.65
H -0.36 -0.40 -2.30
H 0.33 1.21 -2.44
H -1.36 1.29 -0.35
H 0.28 1.85 -0.11
H -0.80 -1.61 -0.38
H -2.08 -1.01 0.59
H -0.96 -1.96 1.37
H -1.18 1.02 2.42
H 0.56 1.37 2.28
H 0.04 -0.31 2.70
```

As for the charge: +1. The frontier orbital gap comes out at 9.622 eV. The calculation puts the HOMO energy at -13.3 eV. For the LUMO energy, the calculation gives -0.134 Eh. Its structure (SMILES) is CN(C)CC[NH3+].

Charges computed using Mulliken, reported in e:
1. N -0.333
2. C -0.726
3. C -0.628
4. N 0.006
5. C -1.085
6. C -0.950
7. H 0.376
8. H 0.341
9. H 0.416
10. H 0.345
11. H 0.358
12. H 0.457
13. H 0.363
14. H 0.421
15. H 0.384
16. H 0.294
17. H 0.328
18. H 0.287
19. H 0.346


S | A 2-piece molecular cluster, C4H13N2 overall, computed with wB97M-V/def2-TZVPD.

XYZ file:
```
19
Properties=species:S:1:pos:R:3
C 1.90 1.80 1.30
C 1.76 0.32 0.88
N 1.84 0.22 -0.61
H 1.07 2.43 0.93
H 1.94 1.87 2.38
H 2.83 2.25 0.92
H 2.65 -0.25 1.30
H 0.85 -0.11 1.28
H 1.66 -0.75 -0.86
H 1.11 0.83 -1.04
C -2.09 -1.12 -1.83
C -1.83 -0.45 0.52
N -1.87 -1.37 -0.39
H -3.00 -1.71 -2.14
H -1.21 -1.44 -2.35
H -2.23 -0.03 -1.93
H -1.94 0.61 0.22
H -1.73 -0.71 1.58
H -1.71 -2.39 -0.13
```

As for the charge: +1. The frontier orbital gap comes out at 7.219 eV. The calculation puts the HOMO energy at -12.7 eV. For the LUMO energy, the calculation gives -0.201 Eh.

Charges computed using Mulliken, reported in e:
1. C -1.108
2. C 0.016
3. N -0.583
4. H 0.291
5. H 0.357
6. H 0.311
7. H 0.318
8. H -0.010
9. H 0.212
10. H 0.226
11. C -0.625
12. C -0.189
13. N -0.036
14. H 0.297
15. H 0.311
16. H 0.264
17. H 0.245
18. H 0.360
19. H 0.343


Least stable = R